Entry 1:
C5H10N2O in the gas phase at a distorted geometry. Source: OMol25; level of theory: the ωB97M-V functional and the def2-TZVPD basis.

Each line ends with the Löwdin charge.
Cartesian coordinates (Å):
C 0.1806 -0.4411 2.0578  -0.092
C -0.7146 -0.3013 0.9292  -0.277
C -0.5641 0.9369 0.0335  -0.326
C 0.5047 1.7875 -0.0649  -0.178
C -0.5065 -1.7226 -2.1139  -0.092
H 1.0700 0.1990 1.5652  0.108
H 0.6180 -1.4806 2.1720  0.090
H -0.1332 0.0142 3.0909  0.116
H -1.7671 -0.8781 0.9509  0.169
H -1.4808 1.1775 -0.3282  0.105
H 0.0440 2.8561 -0.6963  0.186
H 0.9457 2.3379 0.8239  0.119
H 1.5580 0.1858 -0.9757  0.144
H 0.4945 -1.4474 -2.4155  0.050
H -0.8877 -2.7748 -2.7972  0.142
N -0.1082 -0.3569 -0.5130  -0.077
N -1.1956 -1.2755 -1.1446  0.023
O 1.9423 1.1833 -0.5742  -0.209

Cartesian forces, eV/Å:
3.787 0.958 0.710
-1.792 -0.048 -1.495
-2.592 -5.895 0.858
6.353 7.477 -0.951
-2.092 -4.617 -2.368
-1.138 -1.375 2.149
-0.762 1.110 0.128
0.399 -0.857 -2.170
2.469 1.843 -0.177
-2.382 1.396 -1.218
1.920 -3.302 1.034
-1.077 -1.040 -0.528
1.422 4.043 1.754
0.118 0.349 0.277
0.587 3.450 2.115
-3.234 -2.459 2.358
3.168 1.405 -1.509
-5.155 -2.439 -0.966

The calculation puts the lowest unoccupied orbital energy at 0.9 eV. Its total energy is -380.9952 Eh. As for the charge: 0. Its frontier orbital gap is 10.43 eV. Its energy above the lowest of the compared OMol25 structures with the same formula, charge and spin is 762.0 kJ/mol.

---

Entry 2:
4 unconnected molecules or ions with the total composition C5H10N2O at a distorted geometry. Source: OMol25; level of theory: the ωB97M-V functional and the def2-TZVPD basis.

Each line ends with the Löwdin charge.
Cartesian coordinates (Å):
C -2.1080 0.5041 -0.6066  -0.120
C -0.6820 0.4713 -0.6111  -0.445
C -0.0092 1.0480 0.4200  -0.465
C -0.8637 1.7595 1.4555  -0.066
C 1.0626 -0.8829 -0.1171  -0.625
H -2.3537 1.7446 -0.8396  0.147
H -2.4409 -0.5041 -0.9848  0.101
H -2.4097 0.3775 0.5057  0.053
H -0.1839 0.6368 -1.6121  0.177
H 1.0537 1.2351 0.1583  0.151
H -0.0191 2.7770 2.2528  0.163
H -2.2145 2.5898 0.8740  0.197
H -1.0947 0.1003 2.1822  0.254
H -0.0317 -2.3771 -1.3579  0.164
H 1.6959 -2.5658 -1.2160  0.019
N -0.0868 -0.4354 0.4227  0.071
N 1.0145 -1.8986 -1.2130  0.115
O 2.1382 -0.6345 0.2907  0.109

Cartesian forces, eV/Å:
-2.724 1.243 2.145
-0.214 -1.141 -4.438
2.391 2.510 3.529
0.589 1.382 2.688
1.611 -5.565 -2.468
-0.346 -4.096 -0.293
-0.686 1.785 -0.995
0.203 0.503 -1.926
-0.514 -1.059 0.917
-0.908 1.229 0.946
-2.845 -3.322 -2.336
3.834 -2.303 1.756
-0.096 3.992 -0.848
3.841 1.737 0.581
2.321 -1.791 0.357
-1.794 1.459 -1.408
-7.294 2.317 0.875
2.629 1.120 0.917

The calculation puts the lowest unoccupied orbital energy at -0.4 eV. Its total energy is -380.8739 Eh. As for the charge: 0. Its frontier orbital gap is 9.21 eV. Its energy above the lowest of the compared OMol25 structures with the same formula, charge and spin is 1080.5 kJ/mol.

---

Entry 3:
2 unconnected molecules or ions with the total composition C5H10N2O at a distorted geometry. Source: OMol25; level of theory: the ωB97M-V functional and the def2-TZVPD basis.

Each line ends with the Löwdin charge.
Cartesian coordinates (Å):
C 0.6350 0.7422 0.9646  -0.237
C 0.5530 -1.4392 -0.2195  -0.059
C 1.3110 1.6074 -0.0944  -0.084
N -0.1427 -0.3278 0.3822  -0.228
C -1.4424 0.7420 -1.4421  0.019
C -1.5172 -0.3911 0.5907  -0.402
N -2.3333 -1.3041 0.2700  0.093
O -1.2155 0.0827 -2.3463  0.061
H -1.9519 -2.0506 -0.3054  0.036
H 1.3895 0.3205 1.6391  0.119
H -0.0354 1.3673 1.5543  0.113
H -1.8954 0.4124 1.2151  0.117
H 0.2714 -2.3744 0.2737  0.092
H 1.6292 -1.3137 -0.1257  0.089
H 0.3190 -1.5342 -1.2842  0.078
H 1.8186 2.4521 0.3797  0.077
H 2.0470 1.0294 -0.6576  0.072
H 0.5600 1.9792 -0.7944  0.044

Cartesian forces, eV/Å:
0.159 0.251 -0.138
-0.287 -0.173 -0.048
0.021 -0.009 0.065
-0.667 -0.242 0.393
-0.113 -0.002 -2.305
1.092 -0.877 1.265
-0.417 -0.144 -0.234
-0.219 0.725 0.948
0.232 0.047 0.048
-0.084 0.058 0.058
-0.011 -0.073 0.083
0.082 0.250 -0.130
0.031 -0.027 -0.024
-0.020 0.111 0.071
0.003 -0.008 -0.036
-0.012 -0.071 -0.121
0.005 0.070 0.001
0.203 0.113 0.104

The calculation puts the lowest unoccupied orbital energy at 0.8 eV. Its total energy is -381.2257 Eh. As for the charge: 0. Its frontier orbital gap is 9.72 eV. Its energy above the lowest of the compared OMol25 structures with the same formula, charge and spin is 156.7 kJ/mol.

---

Entry 4:
C5H10N2O in the gas phase at a distorted geometry. Source: OMol25; level of theory: the ωB97M-V functional and the def2-TZVPD basis.

Each line ends with the Löwdin charge.
Cartesian coordinates (Å):
C -1.2124 -2.0214 0.4370  -0.121
C -0.5528 -0.8150 0.9669  -0.296
C 0.8326 0.4530 -1.4289  -0.153
C 0.2584 1.6992 -0.9200  -0.160
C 0.6602 2.0659 0.4146  -0.316
H -0.7335 -2.2332 -0.6213  0.107
H -2.2965 -1.9352 0.2863  0.078
H -0.9099 -2.9451 0.8879  0.057
H -0.4202 -0.6669 2.1233  0.153
H -1.0896 0.0203 0.5463  0.085
H 1.2009 -1.6615 0.7656  0.098
H 0.8639 0.4892 -2.4779  0.092
H -0.7663 1.8824 -1.0813  0.120
H 0.5911 2.4763 -1.6154  0.136
H 1.6492 1.9681 0.6871  0.101
N 0.9014 -0.6925 0.6129  -0.068
N 1.0329 -0.6840 -0.8417  0.021
O -0.0095 2.6005 1.2586  0.065

Cartesian forces, eV/Å:
0.787 -1.578 -3.055
1.466 1.637 2.397
-1.022 -2.534 1.272
0.665 1.055 -0.810
-0.804 1.348 1.569
-1.233 0.788 1.600
0.358 -0.144 0.348
-0.302 -0.507 0.971
-1.190 -0.510 -1.942
0.043 0.673 0.292
0.478 0.530 0.432
0.577 -0.691 -1.435
-1.800 -0.711 0.129
0.752 0.282 0.224
2.862 -0.766 0.091
-0.882 -1.056 -1.754
0.564 2.006 -0.435
-1.317 0.181 0.107

The calculation puts the lowest unoccupied orbital energy at 0.8 eV. Its total energy is -381.1579 Eh. As for the charge: 0. Its frontier orbital gap is 10.14 eV. Its energy above the lowest of the compared OMol25 structures with the same formula, charge and spin is 334.7 kJ/mol.

---

Entry 5:
A molecular structure, C5H10N2O at a distorted geometry. Source: OMol25; level of theory: the ωB97M-V functional and the def2-TZVPD basis.

Each line ends with the Löwdin charge.
Cartesian coordinates (Å):
C 2.5526 -0.9029 0.1962  -0.192
C 1.0793 -0.7285 0.0452  -0.336
C 0.3829 1.5204 -0.3974  -0.223
C -1.0791 1.7859 0.2217  -0.106
C -2.1360 0.7821 0.3211  -0.112
H 3.1726 0.1157 0.5534  0.126
H 2.7341 -1.7821 1.2686  0.154
H 2.9582 -1.2265 -0.7751  0.048
H 0.6554 -0.1698 1.0331  0.145
H 0.4281 -1.3925 -0.6419  0.113
H 0.4137 2.5217 -1.0562  0.113
H -1.0716 2.7982 0.8485  0.105
H -3.0343 0.6380 1.0471  0.141
H -1.3308 -0.4563 -1.2082  0.151
H -1.8807 -2.2627 -0.0059  0.275
N 1.1813 0.5611 -0.7705  -0.063
N -2.1438 -0.3573 -0.5104  -0.214
O -2.8818 -1.4446 -0.1694  -0.126

Cartesian forces, eV/Å:
2.501 -1.816 4.234
-1.253 4.689 0.410
-2.500 2.212 -3.960
-0.382 -2.287 2.394
1.924 -0.053 0.177
-2.138 -2.787 -1.000
-0.134 2.404 -3.666
0.311 -0.217 0.742
0.154 -2.882 -1.770
1.279 0.269 1.847
1.192 -1.951 1.433
-0.475 -2.529 -1.538
1.597 1.244 -1.347
-2.054 0.011 1.451
-4.898 2.893 -0.136
-2.421 1.619 1.207
2.237 3.544 -1.033
5.060 -4.361 0.556

The calculation puts the lowest unoccupied orbital energy at -0.4 eV. Its total energy is -380.9369 Eh. As for the charge: 0. Its frontier orbital gap is 7.55 eV. Its energy above the lowest of the compared OMol25 structures with the same formula, charge and spin is 915.1 kJ/mol.

---

Entry 6:
3 unconnected molecules or ions with the total composition C5H10N2O at a distorted geometry. Source: OMol25; level of theory: the ωB97M-V functional and the def2-TZVPD basis.

Each line ends with the Löwdin charge.
Cartesian coordinates (Å):
C -0.2965 0.4627 -0.6396  -0.077
C -1.3048 1.4282 1.9268  -0.151
N -0.5663 0.2004 1.7231  -0.114
C -0.3232 -0.8497 -0.4876  -0.222
C 1.7199 -0.2950 -2.6419  -0.190
C -0.3756 -2.1257 -0.2933  0.020
O 0.7632 0.5084 2.0801  -0.089
N 0.4811 -0.3393 -2.7604  0.068
H 1.1796 -0.3590 2.1616  0.092
H 0.5945 1.0326 -0.4083  0.079
H -1.1636 0.9857 -1.0213  0.091
H -0.8331 2.3114 1.4761  0.078
H -2.3011 1.2892 1.5061  0.078
H -1.4035 1.6221 3.0040  0.081
H 2.2676 -0.1447 -1.6890  0.067
H 2.3778 -0.4074 -3.5221  0.062
H -0.1138 -2.8179 -1.0839  0.063
H -0.7023 -2.5023 0.6697  0.064

Cartesian forces, eV/Å:
-0.080 -0.891 -0.180
0.001 0.087 0.028
0.451 0.281 1.699
-0.060 1.304 -0.197
0.367 0.018 0.097
0.007 -0.235 0.051
-0.630 -0.123 -0.114
0.516 -0.105 -1.061
-0.042 0.031 -0.072
-0.087 -0.022 0.027
0.033 -0.030 -0.046
0.012 -0.152 0.001
0.048 0.003 -0.002
0.033 -0.065 -0.122
-0.336 -0.043 -0.189
-0.235 -0.007 0.084
0.019 -0.019 0.028
-0.018 -0.029 -0.031

The calculation puts the lowest unoccupied orbital energy (spin up / spin down) at 0.4 / 0.8 eV. Its total energy is -380.9780 Eh. As for the charge: 0. Its frontier orbital gap (spin up / spin down) is 8.19 / 8.64 eV. Its energy above the lowest of the compared OMol25 structures with the same formula, charge and spin is 807.1 kJ/mol.